21
Properties=species:S:1:pos:R:3:mulliken_charge:R:1 method="wB97M-V/def2-TZVPD" relative_energy_kj_mol=126.9 energy_ev=-10980.56350 smiles="NCCCCC=O.O" homo_ev=-9.35
O 1.79 1.10 -1.65 -0.487
C 0.62 0.94 -1.44 -0.095
C 0.01 -0.33 -0.96 -0.394
C -0.70 -0.13 0.38 -0.726
C 0.21 0.32 1.53 -0.451
C 1.33 -0.67 1.86 -0.792
N 0.91 -2.00 2.34 -0.613
H -0.09 1.77 -1.62 0.369
H 0.75 -1.13 -0.92 0.295
H -0.76 -0.60 -1.69 0.340
H -1.48 0.62 0.25 0.291
H -1.20 -1.05 0.68 0.342
H 0.70 1.27 1.27 0.317
H -0.40 0.49 2.41 0.354
H 1.99 -0.84 1.02 0.352
H 1.97 -0.23 2.63 0.359
H 0.27 -1.88 3.11 0.259
H 0.37 -2.45 1.61 0.275
H -3.40 0.17 -2.54 0.288
H -3.77 1.50 -1.87 0.285
O -3.09 0.82 -1.91 -0.566

19
Properties=species:S:1:pos:R:3:mulliken_charge:R:1 method="wB97M-V/def2-TZVPD" relative_energy_kj_mol=158.7 energy_ev=-18196.95843 homo_ev=-8.44
C -2.25 1.05 -0.26 -0.341
C -0.87 1.00 -0.54 0.424
C -0.23 -0.10 0.20 0.322
C 1.65 -0.96 1.50 -0.734
C 1.45 -1.96 0.43 -0.610
C 1.20 -0.48 0.13 -0.127
C -0.28 1.91 -1.54 -1.460
N -2.76 0.22 0.60 -0.655
P -1.54 -0.74 1.27 0.065
H -2.94 1.80 -0.75 0.327
H 1.18 -0.78 2.40 0.318
H 2.71 -1.01 1.65 0.260
H 2.44 -2.44 0.10 0.221
H 0.60 -2.47 0.15 0.335
H 1.74 0.14 -0.49 0.585
H 0.28 2.62 -0.86 0.293
H -0.90 2.53 -2.12 0.434
H 0.31 1.47 -2.39 0.297
H -1.78 -1.81 0.54 0.044

126
Properties=species:S:1:pos:R:3:mulliken_charge:R:1 method="wB97M-V/def2-TZVPD" energy_ev=-396330.65589 smiles="CCOCCO[C@@H](O)O[C@](CCCSC(=S)n1ccnc1)([C@H](C)O[C@@](N)(CCOC(=O)CC)P(O)O)[Si](C)(C)C.ClC(Cl)Cl.ClC(Cl)Cl.ClC(Cl)Cl.ClC(Cl)Cl.ClC(Cl)Cl.ClC(Cl)Cl.ClC(Cl)Cl.ClC(Cl)Cl" homo_ev=-7.84
C -3.71 -1.40 -0.40 -0.658
C -3.93 -1.26 1.11 -0.176
O -2.64 -1.19 1.72 -0.126
C -2.59 -0.23 2.77 -0.929
C -2.35 1.16 2.16 -0.221
O -1.00 1.21 1.74 0.116
C -0.81 2.12 0.67 -0.746
O -1.01 3.44 1.08 -0.555
O 0.36 1.84 0.02 0.806
C 1.56 2.58 0.26 2.252
C 1.62 4.01 -0.34 -1.906
C 0.54 4.34 -1.40 0.206
C -0.02 5.76 -1.13 -0.706
S -1.21 6.28 -2.41 -0.107
C -2.66 5.22 -2.30 -0.142
S -4.01 5.79 -1.65 -0.161
N -2.55 3.91 -2.80 0.331
C -2.14 3.46 -4.03 -0.227
C -2.19 2.12 -3.99 -1.248
N -2.64 1.70 -2.74 -0.100
C -2.85 2.78 -2.09 -0.446
C 2.66 1.76 -0.51 -1.478
C 2.34 1.62 -2.00 -1.487
O 3.13 0.60 0.16 -0.054
C 2.58 -0.66 -0.19 0.053
N 1.17 -0.81 -0.15 1.553
C 3.19 -1.34 -1.49 -1.084
C 2.10 -1.98 -2.37 -0.583
O 1.61 -3.23 -1.87 -0.268
C 0.27 -3.38 -2.14 0.051
O -0.09 -3.74 -3.25 -0.661
C -0.80 -3.15 -1.07 1.178
C -0.36 -3.37 0.39 -0.197
P 3.14 -1.79 1.24 0.134
O 3.03 -3.33 0.69 -0.516
O 4.71 -1.39 1.52 -0.429
Si 2.21 2.60 2.10 1.407
C 1.41 4.01 3.13 -1.559
C 1.89 1.01 3.05 -0.992
C 4.08 2.92 2.16 -1.509
H -3.29 -2.37 -0.64 -0.222
H -4.65 -1.30 -0.96 0.665
H -3.04 -0.59 -0.72 0.183
H -4.51 -0.35 1.31 0.444
H -4.51 -2.12 1.46 0.007
H -1.80 -0.51 3.48 0.298
H -3.57 -0.17 3.26 0.328
H -2.52 1.91 2.95 0.296
H -3.08 1.27 1.35 0.228
H -1.62 1.89 -0.03 -0.460
H -1.04 3.51 2.04 0.446
H 1.44 4.70 0.50 0.662
H 2.59 4.29 -0.75 0.202
H -0.33 3.68 -1.40 -0.845
H 1.02 4.40 -2.38 0.908
H -0.48 5.72 -0.14 0.195
H 0.79 6.49 -1.07 0.497
H -1.84 4.10 -4.85 0.528
H -1.91 1.43 -4.77 0.836
H -3.21 2.81 -1.07 0.559
H 3.52 2.44 -0.49 0.856
H 1.61 0.86 -2.27 -0.135
H 3.28 1.33 -2.50 0.482
H 2.04 2.56 -2.47 0.357
H 0.66 -0.24 -0.81 -0.366
H 0.78 -0.79 0.78 -0.607
H 3.69 -0.62 -2.14 0.537
H 3.94 -2.08 -1.23 0.590
H 2.59 -2.20 -3.32 0.449
H 1.30 -1.27 -2.60 0.253
H -1.60 -3.86 -1.27 0.337
H -1.19 -2.13 -1.18 -0.675
H -0.63 -4.36 0.76 0.441
H 0.72 -3.28 0.50 -0.432
H -0.81 -2.64 1.07 -0.153
H 2.51 -3.79 1.36 0.309
H 4.79 -1.12 2.45 0.245
H 2.20 4.59 3.62 0.383
H 0.77 4.69 2.56 0.314
H 0.82 3.55 3.93 0.333
H 1.41 1.25 4.01 0.578
H 2.85 0.56 3.32 0.256
H 1.25 0.28 2.56 -0.016
H 4.36 3.40 3.10 0.414
H 4.34 3.57 1.32 0.336
H 4.59 1.96 2.05 0.247
C -2.98 -4.42 -3.75 0.357
Cl -3.97 -3.28 -2.82 -0.141
Cl -2.67 -5.89 -2.83 -0.156
Cl -3.77 -4.81 -5.28 -0.148
H -2.03 -3.94 -3.97 0.136
C -5.04 -0.89 -6.16 0.046
Cl -4.00 0.20 -5.24 -0.025
Cl -6.09 0.05 -7.23 -0.133
Cl -4.11 -2.07 -7.09 -0.089
H -5.67 -1.43 -5.46 0.218
C 0.04 10.14 -2.21 0.166
Cl 1.13 11.26 -1.40 -0.130
Cl -1.05 11.00 -3.31 -0.126
Cl 0.94 8.90 -3.08 -0.119
H -0.57 9.65 -1.46 0.228
C 3.92 -4.86 4.73 0.815
Cl 3.59 -3.92 6.19 -0.160
Cl 2.63 -6.01 4.42 -0.137
Cl 4.15 -3.78 3.35 -0.096
H 4.84 -5.41 4.89 -0.429
C -6.02 -3.64 4.39 -0.006
Cl -5.17 -2.09 4.47 -0.091
Cl -7.76 -3.41 4.56 -0.121
Cl -5.64 -4.49 2.89 -0.110
H -5.68 -4.25 5.22 0.318
C 5.91 -7.62 7.06 0.080
Cl 7.33 -7.92 8.05 -0.121
Cl 4.76 -6.57 7.90 -0.099
Cl 6.37 -6.91 5.50 -0.158
H 5.42 -8.57 6.86 0.293
C -6.44 -5.09 -7.79 0.531
Cl -7.19 -3.50 -7.99 -0.101
Cl -7.67 -6.35 -7.70 -0.136
Cl -5.31 -5.41 -9.11 -0.118
H -5.89 -5.09 -6.87 -0.146
C 7.15 -0.21 4.89 -0.146
Cl 6.48 1.42 4.75 -0.088
Cl 5.86 -1.39 5.15 -0.055
Cl 8.09 -0.62 3.46 -0.115
H 7.81 -0.23 5.75 0.404

13
Properties=species:S:1:pos:R:3:mulliken_charge:R:1 method="wB97M-V/def2-TZVPD" relative_energy_kj_mol=20.4 energy_ev=-145244.93382 smiles=N[C@@H]([NH3+])C(Br)Br total_charge=+1 homo_ev=-14.04
C 0.00 0.62 0.10 0.092
C 1.14 1.14 1.12 -0.563
N 0.46 0.41 -1.21 -0.566
N -0.64 -0.66 0.58 -0.278
Br 1.76 3.30 1.34 -0.033
Br 0.77 0.60 2.94 -0.064
H -0.78 1.39 0.11 0.429
H 2.11 0.72 0.84 0.474
H -1.58 -0.72 0.19 0.377
H 0.31 1.16 -1.86 0.279
H -0.10 -1.46 0.24 0.342
H 1.40 0.04 -1.30 0.244
H -0.67 -0.68 1.62 0.267

12
Properties=species:S:1:pos:R:3:mulliken_charge:R:1 method="wB97M-V/def2-TZVPD" relative_energy_kj_mol=162.6 energy_ev=-9678.07594 smiles="FC/C=C/CF" homo_ev=-9.89
C 0.93 -1.16 1.04 -0.100
C 0.23 -0.15 0.32 -0.087
C -0.92 -0.33 -0.22 -0.454
C -1.70 0.81 -0.91 -0.213
H 0.96 -0.95 2.14 0.190
H 0.67 -2.18 0.72 0.242
H 0.88 0.79 -0.12 0.219
H -1.50 -1.24 -0.26 0.320
H -1.87 0.73 -1.99 0.259
H -2.70 0.95 -0.30 0.215
F 2.19 -1.12 0.50 -0.298
F -0.83 1.88 -0.67 -0.293

106
Properties=species:S:1:pos:R:3:mulliken_charge:R:1 method="wB97M-V/def2-TZVPD" spin_multiplicity=6 energy_ev=-263552.55716 total_charge=-1 homo_ev="-3.85 / -5.71"
Co 0.30 0.08 0.20 -1.722
C 4.85 0.45 1.32 -1.335
Si 3.38 1.18 0.32 0.572
C 3.90 1.95 -1.37 -1.340
C 2.86 2.64 1.43 -0.990
N 2.29 -0.17 -0.02 1.886
C 2.77 -1.36 -0.42 -0.069
C 4.06 -1.58 -0.96 -0.550
C 4.49 -2.84 -1.31 -1.101
C 3.67 -3.95 -1.13 -0.879
C 2.39 -3.77 -0.62 -0.884
C 1.94 -2.51 -0.30 0.823
O 0.66 -2.25 0.16 1.652
C -0.09 -3.35 0.55 -0.808
C -0.08 -3.73 1.88 -0.392
C -0.88 -4.78 2.30 -0.914
C -1.65 -5.47 1.39 -0.701
C -1.61 -5.13 0.04 -0.896
C -0.83 -4.07 -0.38 0.423
H 5.78 0.97 1.10 0.388
H 5.01 -0.61 1.16 0.451
H 4.65 0.59 2.39 0.328
H 4.87 2.43 -1.28 0.425
H 3.18 2.70 -1.65 0.316
H 3.96 1.22 -2.18 0.383
H 3.74 3.09 1.87 0.523
H 2.21 2.32 2.23 0.126
H 2.34 3.40 0.86 0.269
H 4.71 -0.74 -1.11 0.457
H 5.48 -2.97 -1.72 0.409
H 4.01 -4.94 -1.40 0.420
H 1.75 -4.63 -0.48 0.512
H 0.54 -3.19 2.58 0.524
H -0.90 -5.04 3.35 0.455
H -2.28 -6.29 1.71 0.413
H -2.19 -5.69 -0.67 0.542
H -0.80 -3.80 -1.43 0.462
O 0.40 3.77 -1.28 -0.733
C -0.06 2.99 -0.46 -0.161
O 0.53 2.01 0.07 -0.267
C -1.49 3.20 0.06 -1.237
P -2.55 1.68 -0.17 0.957
C -3.24 1.56 1.68 0.611
C -4.36 0.74 1.82 -0.186
C -4.93 0.51 3.05 -1.141
C -4.41 1.12 4.18 -0.691
C -3.33 1.96 4.05 -0.770
C -2.74 2.19 2.82 -0.718
C -2.17 1.82 -2.11 1.218
C -3.07 2.44 -2.95 -0.799
C -2.84 2.53 -4.31 -0.832
C -1.66 2.03 -4.84 -1.032
C -0.71 1.47 -4.00 -1.185
C -0.98 1.34 -2.65 0.575
H -1.99 3.98 -0.52 0.347
H -1.44 3.51 1.10 0.637
H -4.76 0.25 0.94 0.502
H -5.78 -0.15 3.13 0.442
H -4.84 0.92 5.15 0.352
H -2.90 2.44 4.92 0.363
H -1.87 2.82 2.79 0.328
H -3.97 2.88 -2.54 0.431
H -3.57 2.99 -4.95 0.429
H -1.47 2.09 -5.90 0.375
H 0.23 1.12 -4.39 0.468
H -0.23 0.88 -2.01 0.280
Cl 2.06 -1.21 3.55 -0.401
Ge 0.31 -0.04 2.72 1.129
Cl 0.40 1.62 4.24 -0.454
Cl -1.39 -1.22 3.68 -0.406
C -1.84 0.00 -0.05 -0.723
Ge -3.05 -0.94 -1.39 1.138
C -2.12 -1.36 -3.10 0.880
C -2.79 -1.48 -4.32 -0.522
C -2.15 -1.99 -5.43 -0.923
C -0.82 -2.38 -5.35 -0.949
C -0.13 -2.22 -4.16 -0.608
C -0.78 -1.72 -3.05 -0.077
C -4.87 -0.21 -1.86 0.842
C -5.42 0.99 -1.45 0.090
C -6.70 1.38 -1.79 -1.221
C -7.49 0.54 -2.57 -0.788
C -6.98 -0.68 -2.97 -1.044
C -5.69 -1.04 -2.62 -0.994
C -3.78 -2.74 -0.90 1.432
C -4.55 -2.89 0.24 -0.853
C -5.32 -4.03 0.43 -0.585
C -5.32 -5.03 -0.52 -0.820
C -4.54 -4.90 -1.65 -0.686
C -3.78 -3.76 -1.84 0.117
H -2.14 -0.42 0.92 1.400
H -3.82 -1.16 -4.39 0.345
H -2.69 -2.10 -6.36 0.410
H -0.33 -2.80 -6.21 0.334
H 0.91 -2.50 -4.09 0.478
H -0.25 -1.59 -2.12 -0.208
H -4.82 1.66 -0.83 0.725
H -7.10 2.32 -1.44 0.441
H -8.49 0.83 -2.84 0.370
H -7.59 -1.35 -3.56 0.434
H -5.32 -2.02 -2.92 0.484
H -4.57 -2.11 0.98 0.314
H -5.94 -4.12 1.31 0.392
H -5.93 -5.91 -0.39 0.328
H -4.53 -5.68 -2.40 0.432
H -3.17 -3.66 -2.73 0.001